[1]
Density functional theory data (ωB97M-V/def2-TZVPD) for the ion C4H9N2S with charge +1 in a non-equilibrium geometry.

Values from the calculation:
**E**: -665.20837 hartree
**HOMO**: -14.01 eV
**LUMO level**: -3.97 eV
**Total charge**: +1

Each atom is followed by the atoms it is bonded to, with distances in Å.
Element x y z (Å)
1 C 1.39 -1.51 -0.33  H4 1.034, N5 1.461, H7 1.118, H10 1.078
2 H -1.45 1.43 1.42  C12 1.055
3 N -1.52 0.82 -0.53  H6 1.125, C12 1.477, C14 1.521
4 H 1.14 -2.16 -1.09  C1 1.034
5 N 0.29 -0.60 -0.01  C1 1.461, C14 1.355, C15 1.485
6 H -2.63 0.98 -0.60  N3 1.125
7 H 1.75 -2.04 0.58  C1 1.118
8 H -0.35 2.55 0.25  C12 1.202
9 S -1.24 -1.57 -2.12  C14 1.760, H16 1.455
10 H 2.22 -0.83 -0.44  C1 1.078
11 H 0.49 0.06 1.98  C15 1.134
12 C -0.82 1.49 0.58  H2 1.055, N3 1.477, H8 1.202, C15 1.588
13 H 1.40 1.03 0.89  C15 1.131
14 C -0.84 -0.52 -0.76  N3 1.521, N5 1.355, S9 1.760
15 C 0.39 0.52 0.95  N5 1.485, H11 1.134, C12 1.588, H13 1.131
16 H -2.51 -0.94 -2.42  S9 1.455

Results of the natural (NBO) charge analysis, in e, for atoms 1 through 2: -0.409, 0.226


[2]
Density functional theory data (ωB97M-V/def2-TZVPD) for the ion C4H9N2S with charge +1 in a non-equilibrium geometry.

Values from the calculation:
**E**: -665.08189 hartree
**HOMO (alpha / beta)**: -13.00 / -13.00 eV
**LUMO level (alpha / beta)**: -5.21 / -5.21 eV
**Total charge**: +1

Each atom is followed by the atoms it is bonded to, with distances in Å.
Element x y z (Å)
1 N 0.82 -0.19 0.37  C13 1.430, C14 1.361, C16 1.369
2 H 0.59 1.62 -0.75  C14 1.037
3 H -0.72 -0.31 -2.01  N11 1.077
4 H -2.46 -0.95 0.12  C10 1.142
5 S 1.87 -2.07 -1.06  H15 1.431, C16 1.689
6 H 1.65 0.39 -1.51  C14 1.098
7 H -0.87 -1.67 -0.26  C10 1.115
8 H -2.05 0.66 -1.40  N11 1.048
9 H -0.44 -0.60 2.07  C13 1.073
10 C -1.35 -0.71 0.03  H4 1.142, H7 1.115, N11 1.494, C13 1.495
11 N -1.15 0.18 -1.15  H3 1.077, H8 1.048, C10 1.494
12 H -0.79 0.90 1.13  C13 1.142
13 C -0.42 -0.18 1.08  N1 1.430, H9 1.073, C10 1.495, H12 1.142
14 C 0.98 0.65 -0.68  N1 1.361, H2 1.037, H6 1.098
15 H 2.73 -3.12 -0.59  S5 1.431
16 C 1.68 -1.26 0.41  N1 1.369, S5 1.689

Results of the natural (NBO) charge analysis, in e, for atoms 1 through 2: -0.427, 0.233


[3]
Density functional theory data (ωB97M-V/def2-TZVPD) for the ion C4H9N2S2 with charge +1 in a non-equilibrium geometry.

Values from the calculation:
**E**: -1063.35871 hartree
**HOMO (alpha / beta)**: -12.11 / -12.11 eV
**LUMO level (alpha / beta)**: -5.69 / -5.69 eV
**Total charge**: +1

Each atom is followed by the atoms it is bonded to, with distances in Å.
Element x y z (Å)
1 H 0.06 0.61 -1.20  C13 1.003
2 H 1.29 2.30 -0.29  C3 1.055
3 C 2.14 1.67 -0.23  H2 1.055, C9 1.512, H11 1.127, H17 1.022
4 H -3.24 -2.61 -0.31  N10 1.046
5 H 1.49 0.67 1.37  C9 1.054
6 N -0.53 -0.84 0.09  H12 1.005, C13 1.346, C15 1.433
7 H -1.68 -3.02 0.42  N10 1.032
8 S -1.89 2.11 0.10  S14 1.955
9 C 1.53 0.42 0.34  C3 1.512, H5 1.054, C13 1.455, H16 1.229
10 N -2.28 -2.30 -0.01  H4 1.046, H7 1.032, C15 1.352
11 H 2.96 2.00 0.47  C3 1.127
12 H -0.05 -1.48 0.70  N6 1.005
13 C 0.25 0.18 -0.32  H1 1.003, N6 1.346, C9 1.455
14 S -2.91 0.45 -0.05  S8 1.955, C15 1.749
15 C -1.94 -1.00 -0.13  N6 1.433, N10 1.352, S14 1.749
16 H 2.29 -0.53 0.19  C9 1.229
17 H 2.48 1.37 -1.15  C3 1.022

Results of the natural (NBO) charge analysis, in e, for atoms 1 through 2: 0.214, 0.216